{"formula": "C6H15NO", "method": "the ωB97M-V functional and the def2-TZVPD basis", "elements": ["C", "H", "H", "O", "C", "H", "H", "C", "H", "H", "H", "H", "H", "H", "C", "H", "N", "H", "H", "C", "C", "H", "H"], "xyz": [[0.535, -0.809, 0.616], [1.311, -1.155, -0.060], [0.591, 0.338, -1.613], [0.717, 1.509, 3.594], [1.061, 0.382, 1.436], [-1.494, -0.342, 0.256], [-0.651, 0.194, 2.776], [-0.461, 0.102, -1.486], [0.840, 1.365, 1.040], [-2.139, -0.381, -2.653], [0.180, 0.529, -3.937], [0.077, 2.216, 3.475], [2.127, 0.213, 1.570], [0.189, -1.152, -4.370], [0.431, 0.335, 2.831], [-1.198, -1.732, -2.405], [-0.638, -0.607, -0.202], [0.884, -0.456, 3.415], [0.351, -1.655, 1.286], [-0.464, -0.355, -4.006], [-1.083, -0.673, -2.661], [-1.141, -0.121, -4.831], [-1.033, 1.030, -1.378]], "nbo_charge": [-0.211, 0.192, 0.186, -0.736, -0.448, 0.360, 0.152, -0.209, 0.205, 0.194, 0.202, 0.467, 0.206, 0.210, -0.051, 0.217, -0.653, 0.176, 0.191, -0.618, -0.424, 0.212, 0.179], "e_homo_ev": -8.38, "smiles": "CCCNCCCO", "charge": 0, "largest_force_ev_per_a": 1.481, "gap_ev": 9.276}


{"formula": "C6H15NO", "method": "the ωB97M-V functional and the def2-TZVPD basis", "elements": ["H", "H", "C", "H", "H", "H", "H", "C", "H", "C", "H", "C", "C", "O", "C", "H", "N", "H", "H", "H", "H", "H", "H"], "xyz": [[2.242, 1.724, -1.779], [1.761, 0.138, -0.103], [-0.516, -0.331, 1.133], [0.828, -2.074, -1.008], [1.262, 0.821, -2.935], [-1.073, -0.241, -0.943], [-0.649, 1.295, -0.215], [-0.350, 0.238, -0.279], [2.077, -1.446, -2.075], [-2.003, -0.570, 1.457], [-0.009, -1.300, 1.151], [1.042, 0.096, -0.929], [1.279, 1.237, -1.932], [-2.395, -0.020, 2.712], [1.093, -1.244, -1.667], [0.357, -1.205, -2.468], [0.105, 0.490, 2.163], [1.116, 0.462, 2.136], [-1.573, 0.135, 3.203], [-0.199, 1.453, 2.082], [-2.617, -0.016, 0.747], [0.498, 1.986, -1.872], [-2.276, -1.625, 1.421]], "nbo_charge": [0.213, 0.188, -0.082, 0.203, 0.206, 0.201, 0.195, -0.394, 0.210, -0.065, 0.186, -0.224, -0.606, -0.735, -0.600, 0.202, -0.857, 0.373, 0.484, 0.362, 0.164, 0.207, 0.169], "e_homo_ev": -9.64, "smiles": "CC(C)C[C@@H](N)CO", "charge": 0, "largest_force_ev_per_a": 1.225, "gap_ev": 10.625}


{"formula": "C6H15NO", "method": "the ωB97M-V functional and the def2-TZVPD basis", "elements": ["H", "H", "H", "H", "C", "H", "H", "C", "H", "H", "C", "H", "N", "C", "H", "H", "H", "H", "H", "C", "H", "C", "O"], "xyz": [[-1.782, -1.509, -1.522], [-2.475, -0.466, -0.391], [-2.121, 0.048, -2.049], [2.280, -0.442, 1.342], [1.149, 1.953, -1.545], [0.158, 1.914, 0.392], [1.856, 1.128, -1.604], [-0.299, 0.087, -0.643], [-0.441, -2.536, 0.152], [1.539, 2.839, -0.942], [0.605, -2.047, 0.079], [1.375, 0.874, 1.052], [1.312, -0.086, 1.121], [0.507, -0.679, 0.159], [1.311, -2.619, 0.779], [1.125, -2.438, -0.875], [-2.082, -0.106, 3.023], [-0.905, 2.296, -0.910], [-0.747, -0.551, 3.465], [-1.662, -0.443, -1.165], [1.025, 2.061, -2.584], [-0.088, 1.531, -0.707], [-1.641, -0.810, 3.376]], "nbo_charge": [0.217, 0.208, 0.216, 0.377, -0.614, 0.162, 0.207, -0.121, 0.244, 0.205, -0.655, 0.369, -0.805, 0.162, 0.223, 0.230, 0.461, 0.225, 0.470, -0.649, 0.212, -0.414, -0.931], "e_homo_ev": -7.48, "smiles": "CC/C(C)=C(/C)N.O", "charge": 0, "largest_force_ev_per_a": 7.635, "gap_ev": 8.284}


{"formula": "C6H15NO2", "method": "the ωB97M-V functional and the def2-TZVPD basis", "elements": ["H", "N", "C", "O", "H", "H", "C", "O", "H", "H", "H", "H", "H", "C", "H", "H", "C", "H", "H", "C", "H", "H", "H", "C"], "xyz": [[-0.172, 0.439, -2.750], [0.590, -1.085, 1.101], [0.296, 1.093, -2.016], [0.082, -2.308, 0.547], [-1.660, -0.391, -1.027], [0.226, -0.338, 0.450], [-0.013, -0.864, 2.390], [-2.102, 0.575, 0.686], [0.763, 1.923, -2.542], [-1.071, -0.529, 2.273], [0.073, -1.768, 2.989], [1.081, 0.535, -1.509], [1.963, -3.168, 0.405], [1.088, -2.944, -0.211], [0.534, -0.055, 2.872], [0.716, 2.026, 0.543], [-1.510, 0.487, -0.369], [1.393, -2.332, -1.066], [0.277, 3.437, -0.424], [-0.107, 2.530, 0.037], [0.632, -3.865, -0.573], [-0.855, 2.802, 0.779], [-1.492, 2.186, -1.568], [-0.732, 1.615, -1.016]], "nbo_charge": [0.212, -0.332, -0.608, -0.429, 0.123, 0.318, -0.445, -0.527, 0.220, 0.206, 0.211, 0.209, 0.177, -0.242, 0.202, 0.206, 0.419, 0.161, 0.213, -0.609, 0.190, 0.232, 0.233, -0.337], "e_homo_ev": -9.03, "smiles": "CC(C)C=O.CNOC", "charge": 0, "largest_force_ev_per_a": 1.588, "gap_ev": 9.784}


{"formula": "C6H15NO2", "method": "the ωB97M-V functional and the def2-TZVPD basis", "elements": ["H", "O", "H", "C", "H", "C", "H", "H", "N", "H", "H", "H", "C", "H", "H", "C", "O", "H", "C", "C", "H", "H", "H", "H"], "xyz": [[0.522, -2.779, 0.449], [2.153, 2.017, 1.341], [1.244, 0.180, 0.234], [-1.440, 1.000, -2.321], [-0.922, 1.313, 0.970], [1.085, -0.747, -0.307], [-0.857, 0.466, -3.070], [-0.996, -1.126, -0.170], [-0.749, 0.816, -1.026], [-2.391, 0.453, -2.351], [-1.453, 2.067, -2.506], [1.284, 1.785, 1.018], [1.150, -1.921, 0.693], [-0.519, -1.167, -1.796], [0.235, -0.499, 2.220], [-1.591, 1.187, 0.114], [0.998, -2.148, 3.057], [-1.945, 2.203, -0.069], [-0.339, -0.600, -0.881], [0.744, -1.473, 2.094], [2.155, -2.340, 0.747], [2.161, 1.725, 2.260], [-2.392, 0.484, 0.348], [1.863, -0.897, -1.051]], "nbo_charge": [0.232, -0.925, 0.204, -0.414, 0.178, -0.410, 0.198, 0.165, -0.444, 0.169, 0.208, 0.463, -0.521, 0.199, 0.097, -0.415, -0.515, 0.207, -0.226, 0.443, 0.240, 0.468, 0.177, 0.220], "e_homo_ev": -9.09, "smiles": "CN(C)CCCC=O.O", "charge": 0, "largest_force_ev_per_a": 1.621, "gap_ev": 9.879}


{"formula": "C6H15NO2", "method": "the ωB97M-V functional and the def2-TZVPD basis", "elements": ["H", "C", "C", "O", "C", "H", "H", "H", "N", "O", "H", "H", "H", "H", "C", "C", "H", "H", "H", "H", "H", "C", "H", "H"], "xyz": [[0.465, 0.021, -1.521], [-1.079, 1.786, 0.896], [-0.744, -0.969, -0.031], [0.202, 2.321, -1.042], [1.416, 1.864, 0.935], [-1.635, -1.272, 1.646], [1.381, -2.814, -0.636], [1.494, 1.272, 1.852], [-0.683, -2.306, -0.720], [-0.715, -1.213, 1.354], [-1.127, 1.249, 1.847], [0.404, -3.746, -1.774], [0.825, -2.100, -2.183], [-1.710, -0.540, -0.309], [0.191, 1.461, 0.109], [0.386, -0.044, -0.431], [1.332, -0.426, -0.030], [-1.125, 2.858, 1.127], [-1.981, 1.579, 0.311], [-0.579, 2.112, -1.581], [2.338, 1.741, 0.356], [0.550, -2.748, -1.345], [-0.975, -3.009, -0.043], [1.369, 2.925, 1.211]], "nbo_charge": [0.229, -0.645, 0.246, -0.732, -0.623, 0.473, 0.166, 0.216, -0.654, -0.730, 0.224, 0.203, 0.191, 0.151, 0.262, -0.459, 0.223, 0.224, 0.198, 0.460, 0.216, -0.416, 0.361, 0.215], "e_homo_ev": -8.68, "smiles": "CN[C@@H](O)CC(C)(C)O", "charge": 0, "largest_force_ev_per_a": 2.088, "gap_ev": 9.391}


{"formula": "C6H15NO2Si", "method": "the ωB97M-V functional and the def2-TZVPD basis", "elements": ["C", "H", "H", "O", "H", "H", "C", "H", "H", "O", "H", "C", "H", "H", "H", "Si", "H", "C", "H", "N", "H", "H", "C", "C", "H"], "xyz": [[-2.638, -0.673, 1.127], [0.627, -1.057, 2.742], [-2.462, 0.867, -0.221], [-0.287, -1.494, -0.993], [0.176, -3.019, -2.300], [1.581, -1.979, -1.878], [-1.939, 0.153, 0.358], [0.723, -2.009, 1.213], [-1.112, 2.949, -1.361], [0.330, 1.310, -1.111], [-3.703, -0.583, 1.352], [1.681, 1.313, 1.611], [2.760, 1.263, 1.736], [0.229, 2.756, -2.546], [-1.172, 1.547, -2.422], [-0.190, 0.121, -0.164], [2.194, -1.238, 2.127], [0.501, -1.929, -2.078], [1.255, 1.385, 2.568], [1.111, 0.068, 1.006], [-2.023, -1.496, 1.560], [0.213, -1.356, -3.107], [1.185, -1.122, 1.817], [-0.505, 2.141, -1.942], [1.462, 2.083, 0.906]], "nbo_charge": [-0.309, 0.162, 0.205, -0.896, 0.174, 0.175, -0.744, 0.218, 0.169, -0.910, 0.201, -0.397, 0.184, 0.200, 0.176, 2.230, 0.187, -0.241, 0.176, -0.872, 0.193, 0.156, -0.414, -0.238, 0.214], "e_homo_ev": -8.45, "smiles": "C=C[Si](OC)(OC)N(C)C", "charge": 0, "largest_force_ev_per_a": 4.886, "gap_ev": 9.323}


{"formula": "C6H15NO3", "method": "the ωB97M-V functional and the def2-TZVPD basis", "elements": ["H", "H", "H", "N", "H", "H", "C", "O", "H", "H", "C", "H", "O", "H", "H", "C", "H", "C", "H", "O", "H", "C", "C", "H", "H"], "xyz": [[-1.539, -1.241, -2.228], [-0.637, -0.214, -0.002], [1.577, -0.768, -1.315], [2.252, -0.059, -1.072], [-3.210, 1.576, 0.165], [2.705, -1.424, 1.614], [-1.235, 0.768, -0.220], [0.741, -1.233, 0.964], [-1.677, -2.143, -0.602], [-1.127, 1.176, -1.228], [2.667, 0.164, 0.192], [1.816, 0.010, 2.137], [3.539, 0.960, 0.472], [0.838, -1.905, 0.238], [-2.831, 0.120, 1.080], [1.987, -0.658, 1.290], [-0.576, 1.318, 1.760], [-0.557, 1.734, 0.755], [0.483, 1.897, 0.481], [0.141, -2.098, -1.485], [-3.243, 0.035, -0.649], [-1.033, -1.769, -1.409], [-2.714, 0.607, 0.112], [-1.069, 2.694, 0.761], [2.702, 0.454, -1.812]], "nbo_charge": [0.137, 0.246, 0.413, -0.832, 0.209, 0.192, -0.441, -0.739, 0.140, 0.195, 0.640, 0.212, -0.622, 0.491, 0.206, -0.162, 0.202, -0.602, 0.214, -0.593, 0.194, 0.313, -0.616, 0.201, 0.404], "e_homo_ev": -9.47, "smiles": "NC(=O)CO.C=O.CCC", "charge": 0, "largest_force_ev_per_a": 2.474, "gap_ev": 9.594}


{"formula": "C6H15NO3P", "method": "the ωB97M-V functional and the def2-TZVPD basis", "elements": ["C", "C", "H", "C", "P", "H", "H", "H", "O", "C", "N", "H", "H", "C", "H", "O", "H", "C", "H", "H", "H", "H", "H", "O", "H", "H"], "xyz": [[-1.766, 1.950, 0.634], [0.209, -0.993, 0.014], [1.644, 2.328, -0.195], [0.693, 2.675, 0.254], [1.239, -1.914, -1.441], [-1.503, -1.081, 1.248], [1.404, -1.977, 1.204], [-1.973, 2.545, -0.161], [2.628, -1.516, -1.436], [-1.105, -1.636, 0.443], [1.104, -0.984, 1.149], [-2.437, 1.136, 0.557], [-2.033, 2.591, 1.472], [-0.033, 0.456, -0.577], [-0.933, 0.420, -1.133], [1.110, -3.459, -0.752], [0.724, 0.603, -1.300], [-0.266, 1.519, 0.536], [1.976, -0.583, 0.820], [-0.106, 1.237, 1.477], [-1.831, -1.923, -0.364], [0.243, 3.366, -0.366], [-0.798, -2.572, 0.805], [0.510, -2.062, -2.785], [0.241, -3.462, -1.146], [1.059, 3.336, 1.045]], "nbo_charge": [-0.595, -0.156, 0.212, -0.599, 2.259, 0.197, 0.366, 0.186, -1.171, -0.641, -0.873, 0.205, 0.190, -0.419, 0.204, -1.017, 0.222, -0.226, 0.370, 0.204, 0.211, 0.188, 0.210, -1.185, 0.466, 0.190], "e_homo_ev": -4.60, "smiles": "CC(C)C[C@](C)(N)[P@@](=O)([O-])O", "charge": -1, "largest_force_ev_per_a": 4.396, "gap_ev": 7.993}


{"formula": "C6H15NOS", "method": "the ωB97M-V functional and the def2-TZVPD basis", "elements": ["C", "C", "H", "H", "H", "C", "H", "N", "H", "H", "H", "H", "H", "C", "H", "C", "H", "C", "H", "O", "H", "S", "H", "H"], "xyz": [[-0.481, 0.264, -0.482], [0.676, 0.426, 1.626], [0.916, -0.986, 0.220], [-1.206, -1.657, 0.120], [2.837, 0.729, 1.998], [-1.090, -1.097, -0.854], [-1.536, 2.008, -2.654], [0.690, -0.032, 0.310], [-1.512, 0.338, -3.078], [2.226, -0.928, 2.356], [-1.136, 0.917, 0.094], [0.446, 1.465, 1.759], [-2.020, -0.927, -1.265], [0.084, 0.944, -1.794], [-0.176, -0.077, 2.239], [-0.929, 1.183, -2.884], [-0.459, 1.289, -3.894], [1.994, 0.054, 2.351], [0.626, 1.900, -1.703], [-0.787, -2.847, 2.408], [0.776, 0.199, -2.084], [-1.507, -2.282, 3.550], [1.984, 0.442, 3.345], [-0.415, -1.324, -1.685]], "nbo_charge": [-0.029, -0.184, 0.361, 0.231, 0.205, -0.645, 0.201, -0.640, 0.196, 0.201, 0.183, 0.190, 0.206, -0.391, 0.111, -0.615, 0.207, -0.606, 0.208, -0.697, 0.190, 0.700, 0.206, 0.213], "e_homo_ev": [-8.15, -8.15], "smiles": "CCN[C@H](C)CC.O=S", "charge": 0, "largest_force_ev_per_a": 5.322, "gap_ev": [6.525, 6.514]}